Entry 1:
Density functional theory data (ωB97M-V/def2-TZVPD) for 14 unconnected molecules or ions with the total composition C16H60N14O14 in a non-equilibrium geometry.

- Strongest force on any atom: 9.241 eV Å⁻¹
- Gap between HOMO and LUMO: 0.318 Ha
- E: -2465.3843 hartree
- Net charge: 0

Atoms and positions in Å:
O (2.46, -3.61, -0.85)
O (2.04, 1.49, -3.96)
O (1.37, 0.97, -0.82)
O (-3.51, 1.51, -2.59)
O (-1.89, -1.21, -3.85)
O (1.12, 5.09, -1.22)
O (-3.86, 2.64, 0.83)
O (3.83, -1.63, 2.83)
O (3.39, 3.53, 2.92)
O (-2.01, 4.13, 3.64)
O (-0.43, -4.46, -2.35)
O (-4.15, -1.65, 0.06)
O (1.79, -3.30, 3.28)
O (-1.00, -0.45, 3.10)
N (-0.17, -0.36, 0.28)
N (0.09, -0.28, -3.10)
N (1.83, 3.76, 1.19)
N (2.76, -1.35, -1.69)
N (-1.92, 1.92, 3.05)
N (3.44, 2.38, 0.74)
N (0.15, 1.59, 1.03)
N (0.65, -1.23, 4.53)
N (1.13, 0.51, 3.32)
N (-1.96, 2.25, -0.94)
N (-0.41, 2.65, 4.37)
N (-1.95, 0.13, -1.46)
N (0.78, -2.16, -1.40)
N (0.25, -1.55, -4.87)
C (0.77, -4.98, 1.95)
C (-1.89, -3.65, -0.81)
C (2.88, 3.17, 1.69)
C (1.10, 4.06, -2.24)
C (0.93, -3.50, 2.18)
C (-1.55, -4.88, -1.57)
C (3.29, -1.25, 1.58)
C (0.48, 0.70, 0.17)
C (-4.28, -0.35, 0.59)
C (-4.95, 3.19, 0.12)
C (-0.55, -0.99, -3.97)
C (2.50, 1.54, -5.24)
C (0.27, -0.38, 3.62)
C (-2.52, 1.31, -1.67)
C (2.04, -2.39, -1.28)
C (-1.35, 2.98, 3.56)
H (2.10, 2.49, -5.64)
H (3.62, -0.31, 1.12)
H (-0.74, 1.50, 1.65)
H (-1.20, -0.09, -0.79)
H (-2.31, 3.20, -1.17)
H (3.63, 1.46, -5.21)
H (2.86, 1.79, 0.12)
H (-3.19, 2.42, 0.21)
H (-2.64, 2.16, 2.45)
H (3.71, -1.43, -1.42)
H (-0.14, -1.70, 5.01)
H (0.05, -5.11, 1.21)
H (-1.25, -3.35, 0.01)
H (0.25, -1.09, -0.35)
H (2.47, -0.39, -1.93)
H (0.97, 0.95, 2.45)
H (1.35, -2.54, 3.74)
H (-3.38, -0.03, 1.14)
H (0.40, -5.39, 2.91)
H (-0.62, 0.14, -2.48)
H (4.26, 1.84, 1.15)
H (-5.15, -0.22, 1.17)
H (-2.04, -2.86, -1.51)
H (1.69, 4.23, 0.30)
H (-1.10, 2.16, -0.35)
H (-0.13, 3.29, 5.08)
H (2.13, 0.71, -5.85)
H (0.90, 0.30, -3.50)
H (0.39, 3.25, -2.17)
H (-0.06, -2.98, 2.27)
H (1.19, 4.42, -3.31)
H (1.47, -3.03, 1.36)
H (-5.13, 2.73, -0.82)
H (-4.71, 4.24, -0.06)
H (1.54, -0.98, 5.08)
H (2.26, -1.13, 1.66)
H (-5.92, 3.23, 0.62)
H (0.16, 1.86, 4.01)
H (-1.34, -5.89, -0.96)
H (1.72, -5.41, 1.66)
H (-0.05, -2.04, -5.66)
H (2.10, 0.54, 3.78)
H (3.58, -2.53, 2.96)
H (-0.65, -0.64, 1.12)
H (-4.70, -1.76, -0.74)
H (-0.14, -5.26, -2.79)
H (-2.42, -5.16, -2.15)
H (-2.36, -0.66, -1.87)
H (0.76, 2.45, 0.99)
H (2.06, 5.37, -1.09)
H (0.21, -3.02, -1.42)
H (1.58, 4.29, 2.02)
H (-4.46, 0.39, -0.23)
H (3.60, -2.07, 0.88)
H (2.72, 1.76, -3.32)
H (2.13, 3.69, -2.20)
H (1.28, -1.40, -4.75)
H (0.38, -1.50, -2.11)
H (-1.69, 0.94, 3.31)
H (-2.90, -3.79, -0.35)

Entry 2:
Density functional theory data (ωB97M-V/def2-TZVPD) for a gas-phase ion, C5H6ClN2O2 (charge +1) in a non-equilibrium geometry.

- Strongest force on any atom: 7.609 eV Å⁻¹
- Gap between HOMO and LUMO (alpha / beta): 0.264 / 0.243 Ha
- E: -913.7507 hartree
- Net charge: +1
- Multiplicity: 3
- <S²>: 2.0199

Atoms and positions in Å:
Cl (4.85, 0.33, 0.39)
O (-1.08, 0.24, 0.40)
O (2.41, -2.50, -0.36)
N (0.52, -1.31, 0.02)
N (1.55, -1.75, -0.22)
C (3.13, 0.47, 0.44)
C (-2.15, -0.68, 0.31)
C (0.10, 0.10, -0.06)
C (0.93, 1.05, -0.47)
C (2.33, 0.77, -0.60)
H (2.84, 0.49, 1.48)
H (2.69, 0.92, -1.57)
H (-1.55, -1.68, 0.09)
H (0.67, 1.98, -0.81)
H (-2.87, -0.66, -0.49)
H (-2.68, -0.68, 1.27)

Entry 3:
Density functional theory data (ωB97M-V/def2-TZVPD) for a single C4H10N2 molecule in a non-equilibrium geometry.

- Strongest force on any atom: 2.976 eV Å⁻¹
- Gap between HOMO and LUMO: 0.356 Ha
- E: -267.8580 hartree
- Net charge: 0

Atoms and positions in Å:
N (-0.22, 1.79, -0.40)
N (1.83, -0.57, -0.43)
C (0.93, -0.31, 0.70)
C (0.05, 0.98, 0.75)
C (-0.57, -0.38, 0.74)
C (-1.37, -0.92, -0.43)
H (-1.83, -1.85, -0.17)
H (-0.87, -0.75, 1.72)
H (1.61, -1.46, -0.76)
H (1.42, -0.69, 1.57)
H (0.62, 2.45, -0.55)
H (1.70, 0.08, -1.18)
H (-0.36, 1.18, -1.29)
H (-0.01, 1.52, 1.66)
H (-0.73, -0.83, -1.33)
H (-2.23, -0.24, -0.59)

Entry 4:
Density functional theory data (ωB97M-V/def2-TZVPD) for a molecular structure, C20H15CrF5N4S2.

- Strongest force on any atom: 0.391 eV Å⁻¹
- Gap between HOMO and LUMO (alpha / beta): 0.248 / 0.267 Ha
- E: -3330.1447 hartree
- Net charge: +1
- Multiplicity: 4
- <S²>: 3.8497

Atoms and positions in Å:
Cr (0.18, -0.62, -1.06)
S (0.91, 1.61, -1.10)
S (1.05, -2.61, -1.89)
F (-0.67, 3.98, 4.05)
F (-2.55, 3.51, 2.15)
F (1.93, 3.37, 3.57)
F (2.65, 2.28, 1.23)
F (-1.84, 2.46, -0.22)
N (1.50, -1.08, 0.37)
N (3.68, -2.88, -1.58)
N (-0.93, -0.45, 0.65)
N (2.71, -1.58, 0.01)
C (-1.74, -2.22, -3.56)
C (1.37, 2.60, 1.42)
C (-0.35, 0.18, -3.92)
C (2.59, -2.31, -1.07)
C (-2.00, -1.14, -2.72)
C (-0.82, -2.08, -4.59)
C (0.43, 2.35, 0.42)
C (-0.31, 3.47, 2.88)
C (-1.31, 0.07, -2.90)
C (-0.12, -0.89, -4.76)
C (-2.11, 0.10, 3.09)
C (-2.88, 0.02, 1.94)
C (-0.74, -0.12, 3.00)
C (-1.27, 3.24, 1.90)
C (-2.25, -0.25, 0.74)
C (1.01, 3.16, 2.63)
C (-0.89, 2.69, 0.69)
C (-0.18, -0.40, 1.77)
C (1.23, -0.78, 1.59)
C (2.19, -0.89, 2.72)
H (2.47, 0.11, 3.05)
H (3.09, -1.40, 2.39)
H (0.18, 1.11, -4.05)
H (-0.64, -2.92, -5.26)
H (-0.12, -0.08, 3.88)
H (-2.81, -0.27, -0.18)
H (-2.56, 0.33, 4.04)
H (-3.95, 0.18, 1.96)
H (-1.59, 0.96, -2.35)
H (0.60, -0.80, -5.57)
H (-2.27, -3.15, -3.43)
H (-2.79, -1.22, -1.99)
H (4.57, -2.76, -1.12)
H (1.75, -1.42, 3.56)
H (3.61, -3.49, -2.38)

Entry 5:
Density functional theory data (ωB97M-V/def2-TZVPD) for 2 unconnected molecules or ions with the total composition C3H9NO2S in a non-equilibrium geometry.

- Strongest force on any atom: 4.323 eV Å⁻¹
- Gap between HOMO and LUMO: 0.354 Ha
- E: -723.0623 hartree
- Net charge: 0

Atoms and positions in Å:
S (0.69, 0.99, -2.14)
O (-0.06, 3.82, 2.28)
O (-2.14, -1.31, 0.43)
N (0.94, -0.87, 0.53)
C (-0.59, -0.07, -1.24)
C (-0.01, -1.20, -0.42)
C (-1.15, -2.03, 0.33)
H (1.91, -0.97, 0.12)
H (1.71, 0.13, -2.18)
H (-1.03, 0.64, -0.52)
H (0.90, -1.22, 1.45)
H (-0.10, 4.14, 1.43)
H (-1.02, -3.09, 0.68)
H (0.84, 3.43, 2.46)
H (0.40, -1.86, -1.25)
H (-1.28, -0.52, -1.97)

Entry 6:
Density functional theory data (ωB97M-V/def2-TZVPD) for 6 unconnected molecules or ions with the total composition C5H21NO6 in a non-equilibrium geometry.

- Strongest force on any atom: 2.510 eV Å⁻¹
- Gap between HOMO and LUMO: 0.369 Ha
- E: -709.3117 hartree
- Net charge: 0

Atoms and positions in Å:
O (0.45, -3.35, -1.44)
O (-2.70, 0.87, 2.12)
O (-1.40, -1.38, -3.22)
O (-2.70, 0.72, -1.59)
O (0.05, -0.40, 2.23)
O (-2.73, -1.71, 0.39)
N (0.17, -0.96, 0.07)
C (0.71, -0.47, 1.20)
C (0.78, 2.50, 0.32)
C (2.03, 1.74, -0.16)
C (2.80, 1.00, 0.94)
C (2.23, -0.38, 1.34)
H (2.67, 2.54, -0.53)
H (-0.78, -1.21, 0.23)
H (1.20, -3.21, -2.03)
H (-1.83, 0.86, -1.18)
H (3.06, 1.68, 1.74)
H (0.18, 2.87, -0.51)
H (-0.23, -2.94, -2.00)
H (-1.79, 0.58, 1.94)
H (-2.32, -1.23, -3.00)
H (-2.57, 1.83, 2.18)
H (-1.00, -0.66, -3.69)
H (1.81, 1.16, -1.05)
H (-2.93, -2.48, 0.94)
H (0.66, -1.13, -0.78)
H (2.41, -0.58, 2.39)
H (-3.06, -1.01, 0.97)
H (0.06, 1.98, 0.95)
H (3.77, 0.82, 0.46)
H (2.73, -1.21, 0.84)
H (-2.90, -0.09, -1.09)
H (1.17, 3.25, 1.01)

Entry 7:
Density functional theory data (ωB97M-V/def2-TZVPD) for a single C2H2N2OS molecule in a non-equilibrium geometry.

- Strongest force on any atom: 1.474 eV Å⁻¹
- Gap between HOMO and LUMO: 0.351 Ha
- E: -660.2561 hartree
- Net charge: 0

Atoms and positions in Å:
S (-1.68, -0.13, 0.26)
O (1.22, -0.02, 0.47)
N (-0.58, -1.40, -0.18)
N (0.66, 1.24, -0.08)
C (0.64, -1.16, 0.01)
C (-0.61, 1.23, -0.03)
H (-1.04, 2.19, -0.30)
H (1.39, -1.94, -0.14)

Entry 8:
Density functional theory data (ωB97M-V/def2-TZVPD) for a gas-phase ion, C3H8NOSi (charge +1) in a non-equilibrium geometry.

- Strongest force on any atom: 4.166 eV Å⁻¹
- Gap between HOMO and LUMO: 0.344 Ha
- E: -538.1965 hartree
- Net charge: +1

Atoms and positions in Å:
Si (-0.23, 1.57, -0.47)
O (0.73, 1.23, 2.12)
N (0.43, 0.66, 1.11)
C (-0.59, -0.07, -1.25)
C (0.14, -1.18, -0.40)
C (0.38, -0.72, 1.02)
H (-0.56, -1.06, 1.57)
H (0.81, 2.71, -0.83)
H (-1.57, -0.44, -1.21)
H (1.45, -1.02, 1.54)
H (1.17, -1.24, -0.91)
H (-0.42, -0.32, -2.25)
H (-1.41, 2.09, 0.41)
H (-0.33, -2.21, -0.46)

Entry 9:
Density functional theory data (ωB97M-V/def2-TZVPD) for a single C3H5N3OS molecule in a non-equilibrium geometry.

- Strongest force on any atom: 1.922 eV Å⁻¹
- Gap between HOMO and LUMO: 0.356 Ha
- E: -754.8976 hartree
- Net charge: 0

Atoms and positions in Å:
S (-1.58, -0.95, -0.26)
O (-0.08, 1.11, -0.44)
N (2.75, 0.36, -0.29)
N (2.27, -0.51, 0.60)
N (-1.18, 1.51, 0.34)
C (-1.95, 0.53, 0.56)
C (0.08, -0.28, -0.57)
C (1.04, -0.85, 0.50)
H (-2.78, 0.67, 1.20)
H (3.65, 0.73, -0.01)
H (0.65, -1.59, 1.19)
H (2.08, 1.08, -0.59)
H (0.33, -0.56, -1.59)

Entry 10:
Density functional theory data (ωB97M-V/def2-TZVPD) for 10 unconnected molecules or ions with the total composition C26H72O10 in a non-equilibrium geometry.

- Strongest force on any atom: 12.494 eV Å⁻¹
- Gap between HOMO and LUMO: 0.358 Ha
- E: -1785.8110 hartree
- Net charge: 0

Atoms and positions in Å:
O (1.82, 2.24, 3.95)
O (-0.11, -0.35, 1.93)
O (-2.32, 0.95, 2.32)
O (0.03, -1.85, -4.50)
O (4.22, -4.46, -0.06)
O (2.86, -1.41, -4.38)
O (-2.61, 0.40, -1.00)
O (1.40, -2.39, 2.68)
O (3.29, 3.15, -0.30)
O (-2.94, 2.16, -3.01)
C (-0.19, -2.69, -3.59)
C (-2.80, 1.10, 3.48)
C (-0.80, -2.14, -2.30)
C (1.14, 2.66, 0.43)
C (3.77, -2.24, 0.49)
C (4.30, -0.79, -2.82)
C (2.63, 2.56, 0.60)
C (3.09, -0.44, -3.67)
C (3.21, 1.17, 0.64)
C (0.45, -3.42, 2.53)
C (-2.24, 3.15, -3.32)
C (-0.94, 2.81, -2.67)
C (0.47, 4.03, 4.09)
C (0.62, 2.54, 4.20)
C (-4.64, -0.46, -1.89)
C (2.24, -3.73, -0.88)
C (3.30, -3.64, 0.18)
C (-3.40, -1.40, 0.11)
C (-3.69, -0.15, -0.71)
C (-4.29, 0.96, 3.57)
C (-2.13, -0.03, 4.28)
C (-2.79, 4.50, -2.87)
C (-1.07, -3.72, -4.28)
C (0.08, 2.22, 5.48)
C (0.12, -0.61, 0.59)
C (1.92, -0.03, -2.76)
H (-2.53, -1.05, 4.03)
H (1.68, -4.69, -0.95)
H (-4.12, 0.54, -0.03)
H (0.88, 2.24, -0.59)
H (4.16, -1.69, -2.19)
H (-0.27, 0.15, -0.09)
H (-0.61, 4.30, 4.20)
H (-1.03, -0.15, 4.18)
H (1.74, -0.79, -1.98)
H (-4.62, 0.04, 3.09)
H (-1.01, 3.19, -1.66)
H (-0.77, -2.83, -1.52)
H (2.88, -1.58, 0.45)
H (-2.09, -3.46, -4.46)
H (0.39, 1.20, 5.62)
H (2.80, -3.96, 1.07)
H (-3.04, 4.47, -1.78)
H (-4.23, -1.75, 0.69)
H (5.27, -0.97, -3.30)
H (4.57, -4.75, 0.78)
H (4.14, 3.45, 0.09)
H (1.43, -3.00, -0.68)
H (4.48, -0.01, -2.09)
H (4.46, -1.83, -0.18)
H (2.57, -3.59, -1.89)
H (0.06, -3.72, 3.50)
H (0.62, 3.62, 0.52)
H (-4.80, 0.48, -2.41)
H (2.89, 3.06, 1.52)
H (0.83, -1.43, -4.31)
H (-1.93, -1.91, -2.50)
H (3.40, 0.34, -4.30)
H (1.02, 4.53, 4.88)
H (-2.38, 0.08, 5.37)
H (-3.90, 4.51, -3.23)
H (0.85, -1.65, 2.33)
H (-4.25, -1.23, -2.57)
H (4.30, 1.16, 0.77)
H (-5.50, -0.87, -1.38)
H (0.00, 2.02, 3.47)
H (0.88, -4.42, 2.30)
H (-2.37, 5.43, -3.15)
H (-4.78, 1.83, 3.07)
H (-0.32, -3.22, 1.80)
H (4.18, -2.17, 1.48)
H (2.89, 0.82, 1.63)
H (-0.05, 3.29, -3.07)
H (0.60, 2.76, 6.23)
H (1.94, 1.30, 3.95)
H (0.92, 0.08, -3.19)
H (3.61, -2.03, -4.50)
H (-0.73, 1.72, -2.55)
H (-2.76, 1.60, 1.71)
H (-2.64, -1.22, 0.87)
H (-0.97, 2.29, 5.65)
H (2.79, 0.61, -0.19)
H (-2.72, 1.38, -3.60)
H (-0.33, -1.17, -1.99)
H (2.19, 0.88, -2.22)
H (0.89, 4.34, 3.17)
H (-0.98, -4.69, -3.78)
H (-2.16, 3.15, -4.42)
H (-3.07, -2.17, -0.50)
H (-0.31, -1.57, 0.37)
H (0.61, 2.05, 1.14)
H (-1.05, -0.13, 2.05)
H (-0.69, -4.01, -5.26)
H (-2.44, 2.04, 3.96)
H (1.09, -0.72, 0.33)
H (0.74, -3.16, -3.25)
H (-4.51, 0.92, 4.64)
H (-2.82, 1.08, -1.64)

Entry 11:
Density functional theory data (ωB97M-V/def2-TZVPD) for a molecular structure, C3H5ErMgO3 in a non-equilibrium geometry.

- Strongest force on any atom: 2.906 eV Å⁻¹
- Gap between HOMO and LUMO (alpha / beta): 0.213 / 0.186 Ha
- E: -1557.8761 hartree
- Net charge: +1
- Multiplicity: 5
- <S²>: 6.0039

Atoms and positions in Å:
Er (1.22, 0.40, -0.64)
Mg (4.95, 0.44, 0.16)
O (3.16, -0.24, 0.38)
O (-0.32, 1.83, -0.52)
O (-1.67, -0.85, -0.65)
C (-0.41, -1.30, -0.06)
C (-1.57, 1.54, -0.19)
C (-2.20, 0.35, -0.23)
H (-0.59, -1.47, 1.02)
H (3.02, -1.08, 0.92)
H (-2.17, 2.37, 0.22)
H (-0.22, -2.26, -0.56)
H (-3.22, 0.27, 0.15)

Entry 12:
Density functional theory data (ωB97M-V/def2-TZVPD) for 3 unconnected molecules or ions with the total composition C26H59Br2F3N3O5Si4 in a non-equilibrium geometry.

- Strongest force on any atom: 1.411 eV Å⁻¹
- Gap between HOMO and LUMO: 0.325 Ha
- E: -8172.2397 hartree
- Net charge: +1

Atoms and positions in Å:
Br (2.77, 7.22, -5.31)
Br (2.18, 4.59, -7.20)
Si (-0.22, -5.50, 4.69)
Si (-0.17, -0.14, 2.70)
Si (0.75, -8.25, 5.71)
Si (1.22, 1.70, 0.65)
F (-1.94, 1.45, -7.38)
F (-2.45, 3.44, -8.05)
F (-0.53, 2.59, -8.55)
O (0.20, -6.69, 5.73)
O (-4.80, 4.93, -2.00)
O (0.21, 1.23, 1.84)
O (0.30, 2.68, -6.01)
O (5.34, 2.19, -2.79)
N (0.02, 3.53, -3.84)
N (-1.84, 3.06, -5.24)
N (-2.05, 3.00, -2.93)
C (1.25, -5.05, 3.61)
C (-0.88, 3.31, -6.34)
C (1.50, 5.90, -3.17)
C (-0.48, -9.34, 4.82)
C (0.96, -8.86, 7.45)
C (-4.40, 5.83, -0.98)
C (2.40, -8.33, 4.82)
C (-5.24, 3.67, -1.52)
C (-1.50, 0.22, 3.95)
C (3.00, 1.44, 1.12)
C (0.85, 0.74, -0.93)
C (-0.75, -3.97, 5.61)
C (1.34, -0.76, 3.59)
C (2.04, 2.30, -4.50)
C (-4.10, 2.65, -1.60)
C (-1.45, 2.67, -7.60)
C (1.62, 4.65, -5.40)
C (-1.28, 3.19, -3.99)
C (-0.79, -1.46, 1.53)
C (0.96, 3.51, 0.26)
C (3.12, 2.77, -3.55)
C (4.13, 1.65, -3.29)
C (-1.63, -6.05, 3.59)
C (-3.47, 2.64, -2.99)
C (1.01, 3.32, -4.95)
C (1.87, 5.73, -4.63)
H (0.00, -1.81, 0.86)
H (2.07, 5.22, -2.53)
H (1.63, 3.81, -0.54)
H (-1.00, -3.20, 4.88)
H (3.71, 0.92, -2.60)
H (3.22, 1.90, 2.09)
H (-1.16, -2.32, 2.09)
H (1.12, -0.31, -0.83)
H (-4.48, 1.66, -1.35)
H (-4.25, 6.80, -1.45)
H (-0.19, -10.39, 4.91)
H (0.02, -8.85, 8.00)
H (-1.73, -0.70, 4.50)
H (-2.47, -6.42, 4.19)
H (-3.97, 3.41, -3.59)
H (-6.08, 3.35, -2.14)
H (5.48, 1.91, -1.89)
H (-3.46, 5.52, -0.51)
H (-1.62, -4.15, 6.24)
H (3.69, 3.63, -3.94)
H (1.80, 0.02, 4.19)
H (-1.48, -9.23, 5.24)
H (-3.36, 2.90, -0.83)
H (1.75, 6.91, -2.86)
H (-2.63, 3.71, -5.31)
H (1.42, 1.15, -1.77)
H (-0.07, 3.72, -0.05)
H (-0.22, 0.79, -1.18)
H (2.30, -8.11, 3.76)
H (3.67, 1.88, 0.38)
H (1.68, -8.26, 8.01)
H (-1.99, -5.22, 2.99)
H (4.34, 1.12, -4.23)
H (-1.19, 0.98, 4.67)
H (0.05, -3.58, 6.25)
H (2.10, -1.13, 2.89)
H (-5.16, 5.92, -0.21)
H (-3.57, 1.68, -3.49)
H (0.40, 3.16, -2.98)
H (1.08, -1.59, 4.25)
H (1.33, -9.89, 7.42)
H (2.83, -9.32, 4.92)
H (2.13, -4.83, 4.23)
H (2.66, 3.04, -2.59)
H (-1.61, -1.09, 0.91)
H (3.25, 0.37, 1.20)
H (-0.76, 4.38, -6.52)
H (-1.63, 3.12, -2.02)
H (1.49, 1.46, -4.07)
H (-0.53, -9.11, 3.75)
H (1.03, -4.16, 3.01)
H (-2.43, 0.57, 3.48)
H (1.17, 4.14, 1.13)
H (1.51, -5.86, 2.93)
H (2.49, 1.93, -5.43)
H (0.44, 5.78, -3.02)
H (-1.33, -6.85, 2.91)
H (-5.60, 3.74, -0.49)
H (3.10, -7.61, 5.25)